# 1
Density functional theory data (the ωB97M-V functional and the def2-TZVPD basis) for a 11-piece molecular cluster, C33H92N4O15 overall in a non-equilibrium geometry.

HOMO level   -8.9 eV
Energy relative to the best compared isomer or geometry (same formula, charge and spin)   0.0000 eV
SMILES   COC[C@H](C)N.COC[C@H](C)N.COC[C@H](C)N.COC[C@H](C)N.CC(C)O.CC(C)O.CC(C)O.OCCO.OCCO.OCCO.OCCO
Kohn-Sham gap   9.23 eV
Calculated total energy   -72381.869 eV
LUMO energy   0.29 eV
Molar mass   785.11 Da

CARTESIAN COORDINATES (ANGSTROEM)
C  -2.080  2.767  -2.291
C  -2.898  1.486  -2.329
C  -4.205  1.608  -1.557
O  -4.832  0.356  -1.586
C  -6.039  0.290  -0.847
N  -3.110  0.975  -3.694
H  -2.041  3.123  -1.256
H  -2.573  3.569  -2.850
H  -1.057  2.657  -2.643
H  -2.238  0.727  -1.885
H  -4.822  2.370  -2.057
H  -3.976  1.934  -0.537
H  -6.428  -0.714  -1.008
H  -6.787  0.974  -1.263
H  -5.808  0.513  0.197
H  -3.758  1.633  -4.130
H  -3.625  0.102  -3.594
C  -0.146  -1.852  -2.377
C  -1.151  -2.245  -3.450
C  -2.540  -2.559  -2.904
O  -3.448  -2.590  -3.973
C  -4.698  -3.163  -3.685
N  -1.093  -1.162  -4.440
H  0.041  -2.598  -1.604
H  -0.508  -0.942  -1.881
H  0.780  -1.576  -2.874
H  -0.773  -3.170  -3.900
H  -2.838  -1.796  -2.158
H  -2.544  -3.473  -2.292
H  -4.620  -4.144  -3.213
H  -5.239  -3.282  -4.625
H  -5.306  -2.449  -3.114
H  -1.876  -1.317  -5.079
H  -1.463  -0.335  -3.962
C  -2.956  2.327  2.078
C  -3.703  2.406  3.409
C  -5.118  1.869  3.451
O  -5.951  2.598  2.547
C  -7.265  2.063  2.587
N  -2.950  1.737  4.485
H  -1.958  2.770  2.058
H  -3.498  2.841  1.279
H  -2.822  1.282  1.777
H  -3.713  3.456  3.714
H  -5.560  2.031  4.435
H  -5.138  0.797  3.220
H  -7.281  1.103  2.061
H  -7.946  2.716  2.040
H  -7.586  2.017  3.632
H  -1.986  2.049  4.460
H  -2.905  0.738  4.287
C  0.734  5.234  0.547
C  2.165  4.801  0.229
C  2.587  5.322  -1.146
O  2.486  6.739  -1.169
C  2.753  7.254  -2.452
N  3.030  5.283  1.317
H  0.069  4.729  -0.158
H  0.670  6.317  0.484
H  0.447  4.888  1.539
H  2.229  3.716  0.129
H  1.873  4.882  -1.855
H  3.629  5.070  -1.367
H  1.934  6.970  -3.124
H  3.706  6.942  -2.889
H  2.747  8.342  -2.390
H  2.870  6.285  1.377
H  4.021  5.179  1.126
C  0.249  1.222  0.245
C  1.194  0.136  0.737
C  0.477  -1.131  1.172
O  2.043  -0.247  -0.355
H  0.755  2.171  0.067
H  -0.583  1.294  0.949
H  -0.220  0.996  -0.716
H  1.874  0.481  1.523
H  -0.048  -0.962  2.120
H  1.154  -1.932  1.471
H  -0.243  -1.391  0.401
H  2.316  0.464  -0.946
C  1.541  -2.158  4.839
C  2.461  -3.334  4.593
C  3.148  -3.374  3.197
O  3.463  -3.407  5.602
H  1.157  -2.188  5.861
H  0.717  -2.129  4.127
H  2.122  -1.231  4.820
H  1.918  -4.275  4.689
H  4.057  -3.970  3.253
H  3.360  -2.417  2.721
H  2.478  -3.940  2.543
H  4.080  -2.672  5.524
C  5.078  2.533  2.496
C  4.275  1.272  2.350
C  5.119  0.076  1.924
O  3.679  0.906  3.586
H  5.982  2.332  3.078
H  4.546  3.372  2.941
H  5.451  2.809  1.501
H  3.530  1.431  1.553
H  5.891  -0.096  2.677
H  5.617  0.243  0.967
H  4.502  -0.816  1.833
H  2.991  1.523  3.849
C  3.845  -3.634  -3.211
C  3.773  -2.305  -2.451
O  3.409  -2.582  -1.098
O  2.562  -4.031  -3.636
H  4.303  -4.396  -2.573
H  4.447  -3.442  -4.102
H  3.018  -1.654  -2.906
H  4.735  -1.770  -2.485
H  3.141  -1.726  -0.711
H  2.014  -4.217  -2.857
C  -4.025  -2.273  0.882
C  -2.826  -3.266  0.874
O  -3.158  -4.529  0.306
O  -4.750  -2.351  2.086
H  -4.655  -2.464  0.010
H  -3.556  -1.296  0.738
H  -2.449  -3.291  1.900
H  -2.046  -2.850  0.227
H  -3.399  -5.079  1.062
H  -5.445  -3.010  2.020
C  3.793  2.149  -2.626
C  4.736  1.409  -1.705
O  5.996  1.324  -2.355
O  2.486  2.216  -2.055
H  3.770  1.524  -3.528
H  4.163  3.148  -2.870
H  4.367  0.408  -1.474
H  4.840  2.017  -0.796
H  6.530  0.681  -1.880
H  1.891  2.335  -2.803
C  -0.001  -5.536  -0.776
C  0.582  -5.463  0.628
O  1.390  -6.607  0.891
O  0.982  -5.563  -1.803
H  -0.715  -4.752  -1.025
H  -0.537  -6.492  -0.845
H  -0.201  -5.280  1.365
H  1.261  -4.603  0.694
H  2.287  -6.373  0.643
H  1.391  -6.434  -1.801

---

# 2
Density functional theory data (the ωB97M-V functional and the def2-TZVPD basis) for a single C2H3I2NO molecule in a non-equilibrium geometry.

HOMO level   -9.1 eV
Energy relative to the best compared isomer or geometry (same formula, charge and spin)   4.9066 eV
Kohn-Sham gap   7.55 eV
Calculated total energy   -21856.466 eV
LUMO energy   -1.51 eV
Molar mass   310.86 Da

CARTESIAN COORDINATES (ANGSTROEM)
C  -0.384  -0.278  -0.986
C  -0.882  0.697  -0.199
N  0.692  -0.958  1.382
O  0.844  -0.564  -1.442
I  0.136  2.457  0.294
I  2.171  -0.814  0.300
H  -1.065  -1.117  -0.959
H  -1.957  0.573  -0.010
H  0.446  0.004  1.621

---

# 3
Density functional theory data (the ωB97M-V functional and the def2-TZVPD basis) for CaH4N5O17 as an isolated structure in a non-equilibrium geometry.

HOMO level   -1.7 eV
Energy relative to the best compared isomer or geometry (same formula, charge and spin)   8.9295 eV
Net charge   -3
Kohn-Sham gap   2.22 eV
Calculated total energy   -60738.950 eV
LUMO energy   0.53 eV
Molar mass   386.13 Da

CARTESIAN COORDINATES (ANGSTROEM)
Ca  -0.416  -0.199  0.418
N  -5.640  1.391  -2.870
O  -4.697  1.221  -2.135
O  -6.598  2.038  -2.477
O  -5.594  1.017  -4.036
N  2.954  -5.377  1.643
O  2.624  -6.302  2.305
O  2.454  -4.267  1.784
O  3.566  -5.583  0.610
N  2.850  -0.306  -4.840
O  2.148  -0.616  -3.888
O  2.649  0.670  -5.527
O  3.750  -1.069  -5.148
N  1.141  6.133  -1.170
O  1.690  6.179  -2.251
O  1.145  7.110  -0.404
O  0.787  4.999  -0.827
N  2.844  3.115  5.357
O  2.480  2.325  4.462
O  4.016  3.147  5.746
O  2.054  3.951  5.773
O  -2.324  -4.068  -1.303
H  -2.055  -4.959  -1.527
H  -3.280  -4.089  -1.344
O  -2.742  -1.931  3.580
H  -3.292  -2.714  3.565
H  -2.512  -1.817  4.503

---

# 4
Density functional theory data (the ωB97M-V functional and the def2-TZVPD basis) for C25H23ClCrOP as an isolated structure in a non-equilibrium geometry.

HOMO level (alpha / beta)   -7.0 / -7.1 eV
Spin multiplicity   4
Energy relative to the best compared isomer or geometry (same formula, charge and spin)   2.2981 eV
Kohn-Sham gap (alpha / beta)   6.25 / 7.18 eV
Expectation value of S²   3.914
Calculated total energy   -78577.065 eV
LUMO energy (alpha / beta)   -0.73 / 0.07 eV
Molar mass   457.88 Da

CARTESIAN COORDINATES (ANGSTROEM)
C  -0.931  -1.784  3.784
C  -0.792  -2.169  2.407
C  0.603  -2.311  2.106
H  -1.602  -2.462  1.734
C  1.351  -2.018  3.295
C  0.409  -1.700  4.371
H  0.658  -1.307  5.355
H  -1.889  -1.588  4.276
H  0.996  -2.723  1.175
H  2.440  -2.079  3.369
Cr  0.220  -0.194  2.959
Cl  2.054  1.197  2.404
P  0.140  0.165  -0.597
C  1.388  -0.942  -1.236
C  1.103  -1.730  -2.366
H  0.101  -1.692  -2.798
C  2.115  -2.502  -2.921
H  1.899  -3.078  -3.821
C  3.389  -2.508  -2.338
H  4.183  -3.088  -2.802
C  3.659  -1.770  -1.177
H  4.652  -1.785  -0.725
C  2.658  -0.995  -0.605
H  2.826  -0.404  0.299
C  -1.472  -0.366  -1.171
C  -1.874  -1.716  -1.019
H  -1.169  -2.455  -0.626
C  -3.161  -2.087  -1.396
H  -3.458  -3.132  -1.315
C  -4.045  -1.119  -1.896
H  -5.040  -1.419  -2.221
C  -3.666  0.224  -1.994
H  -4.349  0.979  -2.384
C  -2.391  0.615  -1.607
H  -2.067  1.655  -1.641
C  0.500  1.830  -1.122
C  1.074  1.980  -2.398
H  1.312  1.081  -2.969
C  1.290  3.262  -2.886
H  1.698  3.370  -3.892
C  0.971  4.371  -2.095
H  1.127  5.369  -2.495
C  0.456  4.224  -0.798
H  0.217  5.092  -0.185
C  0.232  2.945  -0.292
H  -0.147  2.778  0.716
C  -1.105  2.205  3.648
C  -1.287  1.266  2.490
O  -2.104  1.264  1.594
H  -0.190  2.794  3.516
H  -0.996  1.604  4.564
H  -1.981  2.854  3.725

---

# 5
Density functional theory data (the ωB97M-V functional and the def2-TZVPD basis) for a 3-piece molecular cluster, C2H10N2O2 overall.

HOMO level   -8.0 eV
Energy relative to the best compared isomer or geometry (same formula, charge and spin)   0.7178 eV
SMILES   N/C=C/N.O.O
Kohn-Sham gap   8.82 eV
Calculated total energy   -9310.852 eV
LUMO energy   0.85 eV
Molar mass   94.11 Da

CARTESIAN COORDINATES (ANGSTROEM)
C  0.656  -0.949  -0.031
C  1.138  -0.098  0.873
N  0.562  0.145  2.139
N  1.159  -1.064  -1.359
H  -0.244  -1.541  0.088
H  2.015  0.481  0.599
H  -0.293  -0.393  2.207
H  0.229  1.103  2.126
H  1.382  -1.992  -1.683
H  1.895  -0.417  -1.597
H  -2.597  0.733  1.059
H  -1.501  0.769  0.005
O  -1.771  1.180  0.851
H  -0.616  -0.043  -1.962
H  -0.750  1.436  -1.546
O  -1.265  0.651  -1.768

---

# 6
Density functional theory data (the ωB97M-V functional and the def2-TZVPD basis) for C20H33IKN11S as an isolated structure in a non-equilibrium geometry.

HOMO level   -6.7 eV
Energy relative to the best compared isomer or geometry (same formula, charge and spin)   0.8859 eV
Kohn-Sham gap   6.86 eV
Calculated total energy   -72927.149 eV
LUMO energy   0.12 eV
Molar mass   625.63 Da

CARTESIAN COORDINATES (ANGSTROEM)
K  -8.217  -13.396  5.227
N  -6.660  -10.826  5.538
C  -6.239  -10.854  4.122
C  -7.355  -10.761  3.044
N  -7.974  -12.063  2.694
C  -7.821  -12.554  1.352
C  -6.396  -12.659  0.899
N  -5.829  -13.886  1.487
H  -5.912  -10.461  6.154
H  -7.420  -10.112  5.579
H  -5.532  -10.062  4.017
H  -5.691  -11.777  3.965
H  -8.157  -10.110  3.295
H  -6.816  -10.343  2.182
H  -8.983  -12.002  2.848
H  -8.315  -13.534  1.410
H  -8.254  -11.850  0.602
H  -6.327  -12.711  -0.214
H  -5.902  -11.766  1.248
H  -6.513  -14.635  1.405
H  -4.925  -14.097  1.097
C  -11.982  -13.201  8.720
C  -10.846  -13.574  7.804
N  -10.752  -13.310  6.583
N  -11.941  -12.751  6.039
C  -11.863  -11.838  5.158
N  -13.106  -11.378  4.765
S  -10.356  -11.080  4.625
C  -9.707  -14.365  8.384
C  -9.441  -14.383  9.779
C  -8.243  -14.927  10.226
C  -7.354  -15.456  9.287
C  -7.749  -15.517  7.974
N  -8.865  -14.953  7.544
H  -12.871  -13.194  8.171
H  -12.005  -13.858  9.560
H  -11.824  -12.159  9.018
H  -13.894  -11.878  5.134
H  -13.124  -10.993  3.832
H  -10.077  -13.886  10.482
H  -7.950  -14.795  11.289
H  -6.396  -15.904  9.646
H  -7.118  -16.063  7.242
I  -1.596  -13.851  6.969
C  -3.348  -14.113  5.922
C  -3.559  -13.823  4.585
N  -4.791  -14.277  4.263
N  -5.452  -14.829  5.292
C  -4.579  -14.703  6.313
H  -2.899  -13.437  3.852
H  -5.345  -14.106  3.353
H  -4.928  -14.968  7.292
C  -8.634  -19.315  2.743
C  -8.992  -17.865  2.786
C  -9.945  -17.154  2.122
C  -9.801  -15.836  2.577
N  -8.782  -15.747  3.421
N  -8.363  -17.015  3.622
C  -10.636  -14.648  2.231
H  -7.582  -19.584  2.694
H  -9.192  -19.855  2.003
H  -8.975  -19.865  3.616
H  -10.614  -17.578  1.400
H  -7.497  -17.175  4.115
H  -11.692  -14.788  2.561
H  -10.622  -14.328  1.175
H  -10.268  -13.762  2.801

---

Look up the molar mass of the first one. 785.11 Da

---

What is the molar mass in the first record? 785.11 Da

---

Look up the energy relative to the best compared isomer or geometry (same formula, charge and spin) of the first one. 0.0000 eV